(1)
The following is a DFT calculation (ωB97M-V/def2-TZVPD) of a molecular structure, C26H42F7GeInN3O6Sb.

```
87
C26H42F7GeInN3O6Sb (ωB97M-V/def2-TZVPD)
In -1.2714 1.1796 1.6476
C -0.9449 -3.1450 1.4303
O -1.8984 -2.2293 1.9469
C -3.1692 -2.4299 1.3876
C -4.2008 -1.6180 2.1233
O -3.9476 -0.1711 2.0300
C -5.0759 0.6983 1.6590
C -4.7623 1.5128 0.4360
O -3.8434 2.5095 0.8146
C -3.5171 3.3889 -0.2574
H -1.2531 -4.1744 1.6430
H -0.0053 -2.9383 1.9348
H -0.8251 -3.0119 0.3524
H -3.4792 -3.4798 1.5001
H -3.1851 -2.1885 0.3236
H -4.2495 -1.8565 3.1858
H -5.1677 -1.7783 1.6530
H -5.2624 1.3470 2.5098
H -5.9268 0.0420 1.5018
H -5.7039 1.9627 0.0903
H -4.3770 0.8796 -0.3701
H -4.4149 3.9037 -0.6137
H -3.0619 2.8463 -1.0844
H -2.8179 4.1226 0.1378
C 5.9688 2.0072 -0.0875
C 5.6451 0.7280 0.6667
N 4.2077 0.4296 0.6719
C 3.4701 0.8008 1.7381
C 2.1185 0.6590 1.8566
C 1.4979 1.1426 3.1707
O 2.2375 1.2655 4.1311
O 0.2390 1.4227 3.1517
C 1.4131 0.0004 0.8035
O 0.1828 -0.2428 0.7831
C 2.2128 -0.4261 -0.3424
C 1.5616 -1.0617 -1.4048
C 2.2796 -1.4171 -2.5048
F 1.6465 -1.9954 -3.5518
C 3.6553 -1.1649 -2.6197
C 4.3009 -0.5549 -1.5598
C 3.5890 -0.1767 -0.4113
N 4.3817 -1.4851 -3.7908
C 4.9970 -0.4324 -4.5594
C 4.1828 -0.1093 -5.8075
N 4.0228 -1.3754 -6.6126
C 3.3565 -2.4741 -5.8163
C 4.1590 -2.6995 -4.5409
H 7.0422 2.1942 -0.0654
H 5.4647 2.8594 0.3682
H 5.6526 1.9479 -1.1297
H 5.9518 0.8052 1.7076
H 6.1752 -0.1315 0.2561
H 4.0123 1.2395 2.5671
H 0.4923 -1.2213 -1.3750
H 5.3664 -0.3902 -1.6381
H 6.0160 -0.7171 -4.8558
H 5.0785 0.4709 -3.9587
H 4.6655 0.6269 -6.4480
H 3.1772 0.2221 -5.5510
H 4.9438 -1.6914 -6.9226
H 3.4819 -1.1867 -7.4555
H 3.3216 -3.3593 -6.4487
H 2.3501 -2.1255 -5.6031
H 5.1353 -3.1267 -4.8112
H 3.6495 -3.4388 -3.9302
C -1.9752 1.3434 5.7376
Ge -3.4747 1.4968 4.5066
C -5.0998 0.7300 5.2932
C -3.7555 3.3501 3.9657
C -2.8478 0.3962 2.9751
H -2.1563 1.9536 6.6231
H -1.0516 1.6680 5.2601
H -1.8452 0.3083 6.0554
H -5.3920 1.3172 6.1646
H -4.9212 -0.2941 5.6238
H -5.9446 0.7261 4.6035
H -3.9798 3.9622 4.8401
H -4.5667 3.4582 3.2476
H -2.8483 3.7371 3.4995
H -2.4209 -0.5268 3.3631
F -2.1375 -0.0240 -0.5780
Sb -2.6816 -0.6984 -2.2990
F -1.9242 -2.3629 -1.8055
F -4.3189 -1.2032 -1.4808
F -3.2018 -1.3628 -3.9724
F -3.4006 1.0017 -2.6804
F -0.9978 -0.1664 -2.9946
```

HOMO level (spin up / spin down): -8.4 / -10.8 eV
Lowest unoccupied orbital energy (spin up / spin down): -3.1 / -3.1 eV
DFT total energy: -131644.1405 eV
2S+1: 2
Frontier orbital gap (spin up / spin down): 5.4 / 7.7 eV
Net charge: +1
F_max: 0.5 eV Å⁻¹

---

(2)
The following is a DFT calculation (ωB97M-V/def2-TZVPD) of a single C17H14N2O3 molecule.

```
36
C17H14N2O3 (ωB97M-V/def2-TZVPD)
C 5.4001 -0.0891 0.4453
C 4.1131 0.6533 0.2382
C 4.0815 2.0334 0.2057
C 2.8916 2.7328 0.0169
C 1.7091 2.0516 -0.1410
C 1.6962 0.6525 -0.1152
C 0.4954 -0.1080 -0.2644
C 0.5003 -1.4559 -0.2321
C -0.7242 -2.3170 -0.3523
O -1.9229 -1.5795 -0.5290
C -2.4647 -1.0490 0.5834
O -2.0014 -1.1851 1.6826
C -3.7056 -0.2785 0.2640
C -4.0743 0.0015 -1.0509
C -5.2337 0.7285 -1.2668
C -5.9757 1.1449 -0.1733
C -5.5172 0.8135 1.0962
N -4.4154 0.1255 1.3107
C 1.7471 -2.1979 -0.0593
O 1.8392 -3.4129 -0.0473
N 2.8667 -1.4138 0.0866
C 2.9040 -0.0445 0.0731
H 5.6200 -0.7327 -0.4069
H 6.2230 0.6108 0.5620
H 5.3511 -0.7081 1.3415
H 5.0026 2.5834 0.3310
H 2.9053 3.8117 -0.0021
H 0.7792 2.5813 -0.2832
H -0.4297 0.4359 -0.3990
H -0.6352 -2.9715 -1.2238
H -0.7971 -2.9418 0.5471
H -3.4654 -0.3446 -1.8702
H -5.5520 0.9651 -2.2720
H -6.8852 1.7115 -0.2993
H -6.0584 1.1139 1.9836
H 3.7329 -1.9209 0.2202
```

HOMO level: -8.4 eV
SMILES: Cc1cccc2cc(COC(=O)c3ccccn3)c(=O)[nH]c12
Lowest unoccupied orbital energy: 0.2 eV
DFT total energy: -26980.1006 eV
2S+1: 1
Frontier orbital gap: 8.7 eV
F_max: 0.8 eV Å⁻¹

---

(3)
The following is a DFT calculation (ωB97M-V/def2-TZVPD) of a molecular structure, C26H24N7NiO4.

```
62
C26H24N7NiO4 (ωB97M-V/def2-TZVPD)
Ni -0.0841 -1.5710 2.0183
O -2.9148 0.5601 -5.3356
C -1.8524 0.8541 -4.5643
O -1.0564 1.6760 -4.9097
C -1.7183 0.0991 -3.2723
C -2.8132 -0.4113 -2.5870
C -2.6343 -1.1052 -1.4024
C -1.3526 -1.3006 -0.8977
C -0.2546 -0.7602 -1.5627
C -0.4404 -0.0632 -2.7419
N -1.1742 -2.0388 0.3080
C -1.7377 -3.1810 0.3915
C -1.6250 -3.9634 1.6236
C -2.3621 -5.1165 1.8255
C -2.2407 -5.7769 3.0400
C -1.3746 -5.2660 3.9900
C -0.6580 -4.1119 3.6978
N -0.7840 -3.4694 2.5450
H -3.4189 -0.1844 -4.9857
H -3.8214 -0.2482 -2.9494
H -3.4929 -1.4638 -0.8481
H 0.7375 -0.9192 -1.1629
H 0.3998 0.3641 -3.2757
H -2.2839 -3.6031 -0.4508
H -3.0141 -5.4819 1.0431
H -2.8099 -6.6743 3.2398
H -1.2450 -5.7474 4.9485
H 0.0517 -3.6979 4.4025
C 0.5442 0.0037 5.9418
O -0.2956 -0.1343 4.7641
C 0.1295 -0.9037 3.7926
O 1.1972 -1.5260 3.7903
H -0.1293 0.0623 6.7901
H 1.1197 0.9215 5.8510
H 1.2143 -0.8466 6.0315
C -0.8641 1.6582 0.8078
C 0.5557 1.2500 0.9685
N 0.9904 0.0484 1.2937
C 2.3682 0.1159 1.3568
C 2.7631 1.3727 1.0448
N 1.6073 2.0881 0.8126
C 1.5264 3.4663 0.3634
N 1.1904 3.5662 -1.0246
N 0.0066 4.1361 -1.3876
N -0.0701 4.1776 -2.6551
C 1.0770 3.6206 -3.1876
C 1.4674 3.4373 -4.5146
C 2.6879 2.8423 -4.7339
C 3.5107 2.4331 -3.6663
C 3.1410 2.6080 -2.3502
C 1.9025 3.2175 -2.1363
H -1.5079 0.8168 1.0522
H -1.0724 1.9852 -0.2127
H -1.1112 2.4821 1.4795
H 2.9705 -0.7332 1.6289
H 3.7401 1.8211 0.9985
H 2.4819 3.9461 0.5702
H 0.7364 3.9844 0.9036
H 0.8226 3.7418 -5.3263
H 3.0282 2.6794 -5.7474
H 4.4640 1.9714 -3.8880
H 3.7820 2.2918 -1.5386
```

HOMO level (spin up / spin down): -10.9 / -11.1 eV
Lowest unoccupied orbital energy (spin up / spin down): -4.0 / -4.2 eV
DFT total energy: -87010.0195 eV
2S+1: 3
Frontier orbital gap (spin up / spin down): 7.0 / 6.9 eV
Net charge: +1
F_max: 0.6 eV Å⁻¹

---

(4)
The following is a DFT calculation (ωB97M-V/def2-TZVPD) of a molecular structure, C12H11N3O4S.

```
31
C12H11N3O4S (ωB97M-V/def2-TZVPD)
O 0.2431 5.5343 -0.1702
O -2.3752 3.2637 0.8167
O -2.4315 1.7322 -1.0859
O -1.5326 2.2022 3.1003
C 0.1166 4.3350 -0.2042
C 1.1803 -5.0599 0.6427
C 0.9082 -3.9495 1.5816
C 0.6277 -4.7611 -0.5479
C 0.3342 -2.8822 0.8271
C -1.1079 -0.1666 3.2462
C -0.7220 -1.4273 2.7093
C -0.1307 -0.3085 0.6583
C -1.0887 0.9670 2.4818
C -0.1774 -1.5834 1.3507
C -0.5461 0.9233 1.2100
N 0.1189 -3.4471 -0.4097
N -0.7583 3.9675 -1.1391
N -0.3010 2.0747 0.4032
C 0.6022 3.1571 0.7231
S -1.6340 2.7523 -0.3655
H -1.8323 2.8422 2.4221
H 1.7429 -6.0195 0.7903
H 1.2971 -3.8919 2.6200
H 0.6110 -5.3399 -1.4750
H -1.6117 0.0135 4.2415
H -0.9020 -2.3575 3.2173
H 0.3922 -0.3308 -0.2757
H -0.3378 -2.8884 -1.1475
H -1.3195 4.8686 -1.3251
H 1.7206 2.9851 0.4454
H 0.6074 3.4001 1.8236
```

HOMO level: -8.1 eV
Lowest unoccupied orbital energy: 0.2 eV
DFT total energy: -36114.9437 eV
2S+1: 1
Frontier orbital gap: 8.3 eV
F_max: 6.1 eV Å⁻¹

---

(5)
The following is a DFT calculation (ωB97M-V/def2-TZVPD) of 4 unconnected molecules or ions with the total composition C5H20N2O3S.

```
31
C5H20N2O3S (ωB97M-V/def2-TZVPD)
C -3.1933 -0.9822 -0.9598
N -1.8434 -0.4148 -0.7419
C -0.9080 -1.4140 -0.1626
C 0.5558 -1.1499 -0.6400
N 1.4212 -2.2748 -0.2943
C 1.1726 0.1262 -0.0353
C 0.7714 1.3774 -0.7295
S 1.2502 2.8815 0.2445
H -3.7908 -0.1918 -1.4066
H -3.0950 -1.8589 -1.6129
H -3.6562 -1.2923 -0.0325
H -1.9168 0.4427 -0.2026
H -1.2120 -2.4686 -0.4535
H -0.9423 -1.4048 0.9399
H 0.5124 -1.0709 -1.8084
H 1.4388 -2.3825 0.7234
H 1.0962 -3.1152 -0.6754
H 0.9160 0.1069 1.0547
H 2.2973 -0.0213 -0.1149
H 1.2288 1.4568 -1.7876
H -0.3347 1.4660 -0.8949
H 2.6038 2.8233 0.1357
O -0.5946 0.6291 -3.2904
H -1.0578 0.2823 -2.4859
H -0.7470 -0.0408 -3.9801
O -0.3496 0.5182 2.9990
H 0.2564 1.2698 3.0849
H -0.6828 0.6155 2.1363
O 0.7179 -1.9386 2.7160
H 0.3353 -1.0969 2.9260
H 1.1219 -2.2098 3.5617
```

HOMO level: -8.9 eV
SMILES: CNC[C@H](N)CCS.O.O.O
Lowest unoccupied orbital energy: 0.5 eV
DFT total energy: -25466.9789 eV
2S+1: 1
Frontier orbital gap: 9.3 eV
F_max: 2.2 eV Å⁻¹

---

(6)
The following is a DFT calculation (ωB97M-V/def2-TZVPD) of a molecular structure, C39H45N8OPPtTe.

```
96
C39H45N8OPPtTe (ωB97M-V/def2-TZVPD)
Pt -0.0354 0.0955 -0.0545
C 4.1844 -3.2311 0.5017
N 3.4701 -2.0154 0.1406
C 3.8902 -1.0955 -0.7873
C 2.9251 -0.1424 -0.8567
N 1.9355 -0.4684 0.0298
C 2.2700 -1.6171 0.6034
P 1.2759 -2.5563 1.8085
C 0.5790 -1.0837 2.6299
N 0.1064 0.0162 2.0512
C -0.3392 0.8382 3.0449
C -0.1181 0.2369 4.2462
N 0.4631 -0.9706 3.9739
C 0.8828 -1.9472 4.9718
C -0.1684 -3.0163 0.8081
N -1.0577 -2.1599 0.3733
C -1.9514 -2.8701 -0.3693
C -1.5865 -4.1883 -0.3719
N -0.4510 -4.2765 0.3834
C 0.3334 -5.4795 0.6033
H 5.1753 -3.1892 0.0594
H 3.6630 -4.1065 0.1181
H 4.2803 -3.3085 1.5822
H 4.8261 -1.1969 -1.3072
H 2.8742 0.7384 -1.4736
H -0.7712 1.8007 2.8385
H -0.3134 0.5621 5.2526
H 0.6492 -1.5499 5.9550
H 1.9538 -2.1241 4.9036
H 0.3520 -2.8864 4.8325
H -2.7858 -2.3991 -0.8607
H -2.0201 -5.0514 -0.8464
H -0.2049 -6.3247 0.1846
H 0.4850 -5.6484 1.6680
H 1.2983 -5.4006 0.1040
C -3.5637 3.0578 0.4865
C -2.7070 1.8814 0.4536
N -2.0209 0.9672 0.3881
H -4.4579 2.8507 1.0716
H -3.8461 3.3184 -0.5339
H -3.0225 3.8916 0.9307
C -4.3863 6.8079 -5.0291
C -3.5007 5.7055 -4.5155
C -2.6496 5.9074 -3.4374
C -1.8280 4.8972 -2.9473
C -0.9380 5.2174 -1.7739
C -1.8504 3.6341 -3.5597
Te -0.7987 1.9773 -2.5905
N 0.2446 -0.0395 -2.0344
C 0.5665 -1.2568 -2.5174
O 0.8773 -2.2373 -1.8265
C 0.6722 -1.3992 -4.0178
C 1.7362 -2.1384 -4.5255
C 1.8788 -2.3177 -5.8926
C 0.9421 -1.7821 -6.7672
C -0.1387 -1.0722 -6.2659
C -0.2668 -0.8786 -4.8970
C 1.0946 2.9030 -2.9665
C 1.9321 3.4002 -1.9530
C 1.6023 3.4026 -0.4865
C 3.1482 3.9815 -2.3156
C 3.5551 4.0976 -3.6325
C 4.8669 4.7363 -3.9973
C 2.7098 3.6043 -4.6147
C 1.4932 3.0078 -4.3132
C 0.6714 2.4828 -5.4578
C -2.7030 3.4138 -4.6509
C -2.7858 2.1057 -5.3985
C -3.5105 4.4525 -5.1073
H -4.3907 7.6599 -4.3508
H -5.4132 6.4612 -5.1489
H -4.0446 7.1584 -6.0045
H -2.6211 6.8823 -2.9616
H -1.2542 6.1431 -1.2937
H 0.1019 5.3344 -2.0858
H -0.9530 4.4199 -1.0267
H 2.4447 -2.5707 -3.8308
H 2.7157 -2.8852 -6.2791
H 1.0480 -1.9295 -7.8341
H -0.8853 -0.6722 -6.9409
H -1.1220 -0.3495 -4.5040
H 1.0992 2.4822 -0.2065
H 0.9499 4.2392 -0.2245
H 2.5110 3.4924 0.1092
H 3.7883 4.3680 -1.5295
H 5.4243 5.0332 -3.1102
H 4.7073 5.6244 -4.6107
H 5.4858 4.0497 -4.5766
H 3.0078 3.6791 -5.6550
H 1.2138 2.5953 -6.3953
H -0.2710 3.0217 -5.5449
H 0.4461 1.4235 -5.3269
H -2.2426 1.3061 -4.9016
H -2.3647 2.2118 -6.4007
H -3.8232 1.7893 -5.5127
H -4.1650 4.2712 -5.9545
```

HOMO level (spin up / spin down): -9.4 / -9.7 eV
Lowest unoccupied orbital energy (spin up / spin down): -1.9 / -3.4 eV
DFT total energy: -74964.1282 eV
2S+1: 2
Frontier orbital gap (spin up / spin down): 7.5 / 6.3 eV
Net charge: +1
F_max: 2.0 eV Å⁻¹